A 4-piece molecular cluster, C30H58Cl6IN2O4 overall, computed with wB97M-V/def2-TZVPD.

Structure (XYZ):
```
101
C30H58Cl6IN2O4 wB97M-V/def2-TZVPD
I 4.510 -0.402 1.811
Cl -2.599 -6.303 -1.352
Cl 5.414 -4.198 -0.760
Cl 6.968 -3.144 2.073
Cl -4.612 -3.794 2.142
Cl -4.032 -1.315 -0.110
Cl -3.182 -8.744 0.921
O -1.754 2.179 5.085
O -0.450 -0.303 -3.415
O 4.062 2.932 -2.460
O 1.570 0.512 -2.664
N 0.282 -3.232 0.994
N -1.583 1.098 -0.790
C 2.689 2.622 -2.585
C 7.737 -3.902 0.656
C 1.164 -1.219 -0.095
C -2.684 5.290 -0.104
C 3.302 1.158 0.976
C -1.619 -7.776 -1.091
C -2.658 1.620 -1.646
C -3.061 -2.806 0.134
C -0.057 3.990 0.974
C -2.064 2.420 3.720
C -0.009 -0.265 0.101
C -0.871 2.699 -3.247
C -1.222 1.720 0.561
C 0.219 1.169 0.666
C 7.054 -3.510 -0.629
C -0.680 2.964 5.562
C -2.529 3.995 0.742
C -1.235 3.263 0.308
C 0.940 1.086 2.018
C -0.930 0.038 -1.054
C -2.310 1.117 1.482
C -2.476 -8.951 -0.700
C 0.689 -2.669 -0.054
C -1.081 -0.831 -2.270
C 2.548 1.305 -3.340
C 2.343 1.727 2.024
C -2.276 2.101 -3.067
C -2.093 1.092 2.999
C 0.950 -0.469 -3.434
C -3.914 -3.983 0.516
H -2.998 2.868 -3.322
H -1.102 -7.986 -2.025
H 0.140 3.655 1.984
H -3.278 1.564 1.291
H -1.326 3.113 3.318
H -1.240 0.495 3.296
H -3.290 -9.102 -1.405
H -0.206 2.498 -2.418
H 2.136 3.390 -3.127
H -0.623 -0.775 0.850
H 8.773 -3.567 0.636
H -3.428 3.422 0.553
H -2.315 -2.599 0.897
H 0.901 1.645 -0.036
H -4.732 -4.128 -0.187
H -0.223 5.061 0.977
H -0.878 -7.551 -0.328
H 2.260 2.809 1.966
H 1.733 -1.038 -0.999
H 0.701 -3.248 -0.973
H -0.733 -1.845 -2.091
H -3.033 2.913 3.637
H -0.423 2.269 -4.134
H -2.146 -0.906 -2.490
H -1.728 5.700 -0.411
H 4.125 3.773 -1.992
H 1.256 -0.436 -4.475
H 0.214 2.852 4.942
H -3.349 5.122 -0.944
H 7.626 -3.883 -1.477
H -3.304 -4.881 0.526
H -1.867 -9.853 -0.674
H 0.407 1.579 2.820
H -3.144 6.047 0.523
H -2.419 0.066 1.212
H 0.835 3.831 0.374
H 1.069 0.061 2.359
H -0.957 4.016 5.621
H 2.737 1.513 3.011
H -2.550 -3.015 -0.806
H 2.194 1.521 -4.344
H 7.724 -4.978 0.805
H -1.132 3.468 -0.752
H -2.437 1.287 -3.762
H -2.459 4.319 1.770
H -0.433 2.584 6.545
H 2.819 0.833 0.063
H 2.232 2.534 -1.596
H -3.374 0.810 -1.746
H 1.187 -1.470 -3.062
H 3.530 0.836 -3.336
H 6.969 -2.429 -0.717
H -2.949 0.559 3.410
H 4.000 1.934 0.690
H 0.320 -2.585 1.786
H 1.866 -1.136 0.727
H -0.946 3.771 -3.406
H -3.191 2.416 -1.151
```

As for the LUMO energy: -3.05 eV. The charge is +1.

C3H11BrSi3 as an isolated structure, computed with wB97M-V/def2-TZVPD.

Structure (XYZ):
```
18
C3H11BrSi3 wB97M-V/def2-TZVPD
Br 3.268 0.145 0.653
Si -1.425 1.271 0.848
Si -0.010 2.385 -0.577
Si 1.768 0.091 -1.033
C -0.211 -1.391 0.610
C 0.780 -1.359 -0.503
C -1.601 -0.613 0.414
H -2.777 1.795 0.319
H 0.299 -1.657 -1.461
H 1.457 -2.193 -0.245
H 2.564 -0.258 -2.247
H 1.105 2.904 0.132
H 0.172 -1.139 1.605
H -1.751 -0.898 -0.640
H -0.485 -2.364 0.515
H -0.798 1.191 2.294
H -2.274 -1.150 1.040
H -0.081 3.240 -1.724
```

As for the LUMO energy: -0.26 eV. The value obtained for the energy above the lowest of the compared OMol25 structures with the same formula, charge and spin is 30.5 kcal/mol.

A 2-piece molecular cluster, C6H14 overall, computed with wB97M-V/def2-TZVPD.

Structure (XYZ):
```
20
C6H14 wB97M-V/def2-TZVPD
C -2.095 0.631 0.479
C -0.891 1.213 1.241
C 0.692 0.490 -0.656
C 0.522 0.694 0.804
C 0.501 -0.785 -1.294
C 1.005 -2.036 -0.614
H 0.719 -2.144 0.432
H 0.763 -2.926 -1.197
H 0.630 -0.210 1.396
H -2.523 -0.274 0.899
H 1.416 1.153 -1.125
H 3.165 -1.431 -0.759
H 1.241 1.423 1.165
H 2.223 -1.724 -0.666
H -2.881 1.384 0.365
H -0.911 2.280 0.982
H -1.760 0.544 -0.551
H -0.535 -0.970 -1.618
H -0.976 1.179 2.330
H 1.039 -0.718 -2.243
```

As for the LUMO energy: -1.34 eV. The value obtained for the energy above the lowest of the compared OMol25 structures with the same formula, charge and spin is 157.1 kcal/mol.

A 3-piece molecular cluster, C25H55F2NO4S overall, computed with wB97M-V/def2-TZVPD.

Structure (XYZ):
```
88
C25H55F2NO4S wB97M-V/def2-TZVPD
S 2.020 2.250 2.066
F 1.830 3.792 1.881
F 6.084 4.764 1.719
O -5.433 3.386 -0.248
O -3.764 -2.158 0.405
O 1.531 1.933 3.357
O 1.456 1.638 0.912
N 3.669 2.185 2.082
C 0.736 -3.188 -4.748
C 4.139 -0.759 3.968
C -5.809 3.871 -2.634
C 5.816 3.390 1.845
C 4.421 3.152 1.259
C -4.201 4.075 -0.136
C 4.112 0.778 1.910
C -3.720 -2.127 1.820
C 0.720 -2.433 0.774
C -4.919 -1.597 -0.196
C 3.744 -2.040 3.211
C 4.912 0.247 3.113
C -4.340 5.535 0.259
C 0.344 -2.356 -2.372
C -4.854 -2.881 2.494
C -6.342 3.886 -1.211
C -5.130 -0.129 0.126
C 0.643 -0.803 -5.800
C 6.939 2.651 1.154
C -0.296 -2.763 -3.703
C 1.463 -2.055 -5.500
C 2.038 -2.834 1.447
C 0.743 -3.567 -1.502
C 2.279 -2.072 2.749
C 0.110 -3.522 -0.111
H -3.681 -1.093 2.183
H 2.871 -2.643 0.762
H 4.418 -2.183 2.360
H -4.249 0.456 -0.141
H -0.389 -1.763 -1.817
H 1.830 -3.580 -1.374
H -6.591 4.188 -3.325
H 7.052 3.032 0.139
H 1.679 -2.537 3.537
H 4.690 0.712 0.986
H -3.651 3.535 0.636
H -5.485 2.867 -2.910
H -7.212 3.233 -1.138
H 3.912 -2.896 3.868
H -5.333 0.036 1.185
H -4.705 -2.884 3.574
H -5.824 -2.423 2.296
H -0.958 -3.613 -3.512
H 2.037 -3.912 1.634
H -0.944 -1.966 -4.071
H 0.904 -1.543 0.163
H -0.963 -3.334 -0.217
H -4.888 -3.913 2.143
H 4.776 -1.016 4.817
H 0.165 -0.397 -4.908
H -5.811 -2.180 0.064
H -3.352 5.973 0.408
H 1.503 -3.767 -4.221
H -4.849 6.122 -0.507
H 1.217 -1.726 -2.559
H 5.794 3.176 2.916
H -3.621 3.985 -1.062
H -6.678 4.894 -0.941
H 4.494 2.791 0.227
H 1.794 -2.466 -6.458
H 3.923 4.111 1.267
H 5.173 1.102 3.741
H -0.003 -2.125 1.536
H -0.124 -0.993 -6.553
H -4.761 -1.723 -1.267
H -4.905 5.628 1.188
H 5.849 -0.194 2.763
H 0.232 -4.490 0.385
H 3.244 -0.274 4.367
H -2.766 -2.589 2.078
H 0.471 -4.496 -2.008
H 6.758 1.576 1.131
H 2.380 -1.771 -4.979
H 1.293 -0.018 -6.190
H 7.877 2.824 1.680
H 3.237 0.150 1.754
H -4.963 4.547 -2.763
H 0.292 -3.882 -5.465
H 1.880 -1.058 2.643
H -5.982 0.261 -0.432
```

As for the LUMO energy: 0.63 eV.

C48H60AsI2N4SSc as an isolated structure, computed with wB97M-V/def2-TZVPD.

Structure (XYZ):
```
117
C48H60AsI2N4SSc wB97M-V/def2-TZVPD
I 1.799 -1.468 -4.543
I 0.367 1.694 -3.635
As -3.896 0.914 -1.670
Sc 0.224 0.422 -0.120
S -2.291 2.233 -1.479
N 0.971 2.477 -0.050
N 2.356 -0.001 -0.449
N -1.043 1.100 1.544
N 0.404 -1.356 1.235
C 5.016 -2.441 -1.413
C -1.875 0.298 2.269
C 4.153 -1.244 -1.179
C 2.364 -2.359 0.188
C 5.984 -2.698 -0.251
C -0.645 -1.840 1.953
C -0.160 -5.921 -2.165
C 2.213 -5.324 2.508
C 3.087 2.187 -1.232
C 1.972 0.648 -4.600
C -0.675 -1.124 -1.394
C 0.254 3.559 0.377
C -1.505 2.373 1.678
C -1.694 -1.070 2.438
C -1.018 -3.749 -1.532
C 0.891 4.781 -0.071
C -1.214 -6.541 -1.509
C -2.712 2.379 2.473
C -5.317 0.257 2.833
C -4.073 -0.714 -0.634
C 3.035 5.285 -1.399
C 0.640 -3.632 1.505
C -2.983 4.339 4.021
C -0.792 6.437 -0.878
C 4.357 0.040 -1.590
C -2.075 -4.385 -0.874
C -0.061 -4.540 -2.177
C 2.064 2.964 -0.702
C -1.509 -4.151 2.819
C -3.526 3.592 2.796
C 3.229 0.810 -1.111
C -4.142 0.312 -3.501
C 5.496 0.579 -2.398
C 1.203 -2.417 0.950
C 6.626 1.138 -1.525
C -2.170 -5.767 -0.866
C 2.907 -1.250 -0.443
C 2.018 4.410 -0.740
C 2.824 5.374 -2.916
C -5.533 1.897 -1.292
C 1.229 -5.000 1.376
C 0.333 6.153 0.129
C -2.943 1.087 2.844
C -0.515 -3.273 2.129
C -4.074 0.566 3.677
C -1.333 -4.179 4.341
C -0.893 3.506 1.153
C -0.866 -2.326 -1.490
H -5.702 1.167 2.371
H -6.403 1.247 -1.376
H -3.407 -0.463 -3.714
H 2.896 0.919 -4.107
H 5.141 1.375 -3.059
H 1.973 0.937 -5.643
H -0.053 6.255 1.146
H 0.425 -5.740 1.375
H 1.741 -5.090 0.416
H 1.813 5.716 -3.141
H -2.811 -3.790 -0.347
H -5.150 -0.078 -3.641
H -4.335 1.306 4.437
H -2.518 -3.803 2.583
H -3.549 -1.494 -1.176
H -1.416 -5.165 2.424
H 0.589 -6.515 -2.675
H -4.560 3.295 2.989
H 5.436 -2.821 0.684
H 4.039 4.905 -1.196
H -1.418 -3.176 4.760
H 3.880 2.716 -1.747
H -1.251 7.409 -0.687
H 3.535 6.069 -3.365
H -5.132 -0.955 -0.538
H -1.562 5.667 -0.822
H -0.352 -4.570 4.611
H 6.666 -1.856 -0.133
H -2.094 -4.811 4.802
H 1.122 6.897 0.008
H -3.587 5.221 4.235
H 2.980 6.288 -0.970
H 2.918 -3.285 0.090
H -3.764 -0.336 4.206
H 0.770 -4.056 -2.674
H -3.539 4.259 1.931
H -2.995 3.688 4.897
H 5.586 -2.303 -2.334
H -5.614 2.723 -1.996
H 1.706 -5.293 3.473
H -2.994 -6.243 -0.350
H -1.285 -7.621 -1.489
H -2.447 -1.587 3.022
H 7.026 0.360 -0.875
H 6.257 1.946 -0.892
H 6.575 -3.598 -0.427
H 2.948 4.396 -3.384
H -3.612 -0.603 0.344
H 4.383 -3.318 -1.562
H -5.463 2.306 -0.285
H 7.438 1.525 -2.143
H 5.888 -0.215 -3.036
H -1.358 4.456 1.387
H 2.634 -6.321 2.373
H 3.029 -4.600 2.528
H -5.077 -0.452 2.039
H -3.970 1.159 -4.162
H -0.398 6.433 -1.896
H -6.108 -0.172 3.450
H -1.953 4.656 3.854
```

As for the LUMO energy: -0.73 eV. The value obtained for the energy above the lowest of the compared OMol25 structures with the same formula, charge and spin is 1.4 kcal/mol.

A 6-piece molecular cluster, H12O6 overall, computed with wB97M-V/def2-TZVPD.

Structure (XYZ):
```
18
H12O6 wB97M-V/def2-TZVPD
O 8.305 4.423 -1.781
O 7.566 3.144 0.852
O 10.214 6.353 -3.877
O 5.613 5.027 1.058
O 10.233 3.257 1.925
O 7.922 3.676 -4.944
H 8.057 4.618 -5.050
H 9.841 5.708 -3.276
H 10.045 4.097 2.344
H 9.072 4.029 -1.365
H 6.140 5.823 0.995
H 7.429 2.664 0.035
H 5.269 5.037 1.951
H 9.433 3.045 1.443
H 9.681 6.280 -4.668
H 7.763 4.721 -1.050
H 6.938 3.864 0.816
H 7.388 3.598 -4.154
```

As for the expectation value of S²: 0.76. As for the LUMO energy (alpha / beta): -3.51 / -11.86 eV. The charge is +1. Its spin multiplicity is 2. The value obtained for the energy above the lowest of the compared OMol25 structures with the same formula, charge and spin is 46.8 kcal/mol.

C2HN3O3 as an isolated structure, computed with wB97M-V/def2-TZVPD.

Structure (XYZ):
```
9
C2HN3O3 wB97M-V/def2-TZVPD
O 1.963 -0.798 0.257
O -1.834 1.088 0.283
O -1.907 -1.017 -0.146
N 0.471 -1.122 -0.056
N -1.398 0.038 -0.027
N 0.822 1.201 -0.256
C 0.065 0.052 -0.091
C 1.961 0.597 0.001
H 2.810 1.102 -0.243
```

As for the LUMO energy: -0.70 eV. The value obtained for the energy above the lowest of the compared OMol25 structures with the same formula, charge and spin is 170.9 kcal/mol.

One molecule with the formula C3H6N2O, computed with wB97M-V/def2-TZVPD.

Structure (XYZ):
```
12
C3H6N2O wB97M-V/def2-TZVPD
O 0.424 -0.725 -2.163
N -0.307 -0.708 0.483
N 1.711 0.575 0.780
C 0.875 -0.068 0.075
C -1.464 0.194 0.584
C 1.146 -0.117 -1.407
H -1.507 0.913 -0.249
H -0.515 -1.416 -0.216
H -2.377 -0.411 0.576
H -1.435 0.744 1.522
H 1.428 0.557 1.765
H 2.020 0.463 -1.750
```

As for the LUMO energy: -0.05 eV. The value obtained for the energy above the lowest of the compared OMol25 structures with the same formula, charge and spin is 38.7 kcal/mol.

An isolated ion of composition C4H10N3 and charge +1, computed with wB97M-V/def2-TZVPD.

Structure (XYZ):
```
17
C4H10N3 wB97M-V/def2-TZVPD
N -0.978 0.034 -0.144
N -1.958 -0.885 0.505
N 0.675 1.779 1.139
C -0.534 1.783 1.052
C 1.380 0.799 0.475
C 0.386 -0.433 -0.103
C 0.976 -0.590 -1.589
H 1.854 1.068 -0.489
H 2.162 0.477 1.173
H -1.457 -1.649 1.017
H 0.505 -1.508 -2.161
H -2.655 -0.317 1.013
H -1.322 2.322 1.436
H 2.050 -0.798 -1.612
H 0.771 0.386 -2.047
H 0.673 -1.197 0.600
H -2.527 -1.270 -0.266
```

As for the LUMO energy: -3.71 eV. The charge is +1. The value obtained for the energy above the lowest of the compared OMol25 structures with the same formula, charge and spin is 122.6 kcal/mol.